1.
A 8-piece molecular cluster, C30H46F12N2O14S2 overall, computed with ωB97M-V/def2-TZVPD.

Properties
- Gap between HOMO and LUMO: 8.2 eV
- Relative energy (zero: lowest compared OMol25 entry of this formula, charge and spin): 0.0 kJ/mol
- E_HOMO: -8.0 eV
- E_tot: -4328.34303 Eh
- SMILES: CCOC(=O)C(F)(F)F.CCOC(=O)C(F)(F)F.CCOC(=O)C(F)(F)F.CCOC(=O)C(F)(F)F.CCOS(C)(=O)=O.CCOS(C)(=O)=O.c1cc[nH]c1.c1cc[nH]c1

Positions of all 106 atoms, in Å:
1 C 13.14908 -23.95553 6.59574
2 C 14.45685 -23.23819 6.63219
3 O 14.79723 -22.87452 5.28435
4 C 15.22719 -23.92946 4.52322
5 O 15.37497 -25.05658 4.80785
6 C 15.68217 -23.35787 3.13539
7 F 16.40556 -24.22780 2.45908
8 F 14.52840 -23.12574 2.46834
9 F 16.36781 -22.16491 3.34654
10 H 12.77915 -24.03652 7.63138
11 H 13.19754 -25.00815 6.31443
12 H 12.34190 -23.43106 6.14775
13 H 15.25476 -23.87795 6.95493
14 H 14.38953 -22.31472 7.19805
15 C 8.63925 -14.73400 13.68463
16 C 9.83546 -15.65859 13.43020
17 O 9.36789 -17.07267 13.53831
18 C 10.24811 -18.01761 13.63893
19 O 11.40961 -18.00896 13.51853
20 C 9.52140 -19.31799 13.82057
21 F 8.84643 -19.32527 15.06579
22 F 8.53524 -19.59512 12.93714
23 F 10.32417 -20.39076 13.83198
24 H 8.96339 -13.71872 13.54547
25 H 8.28278 -14.86232 14.73377
26 H 7.77795 -14.92240 13.03153
27 H 10.54696 -15.47859 14.21177
28 H 10.24570 -15.52779 12.41995
29 C 12.61028 -27.60735 7.90726
30 C 11.69036 -27.20210 9.01804
31 O 10.39669 -27.84043 8.83722
32 C 9.55590 -27.85880 9.87490
33 O 9.69946 -27.44271 10.96542
34 C 8.14157 -28.43750 9.45041
35 F 7.54119 -27.37518 8.86529
36 F 8.28068 -29.48660 8.61088
37 F 7.44806 -28.74806 10.52427
38 H 12.21718 -27.44540 6.94240
39 H 12.97111 -28.61306 8.02494
40 H 13.44322 -26.89832 7.98126
41 H 11.50943 -26.15437 9.03278
42 H 12.05116 -27.53766 9.96826
43 C 12.30708 -24.91239 12.18236
44 C 13.63323 -24.69314 11.54889
45 O 14.64629 -25.37311 12.22814
46 C 14.96038 -24.91570 13.47793
47 O 14.52795 -23.93341 13.99585
48 C 15.97152 -25.87571 14.11471
49 F 17.16424 -26.03336 13.44419
50 F 16.25912 -25.40865 15.36847
51 F 15.45174 -27.06414 14.30363
52 H 11.51790 -24.27993 11.72165
53 H 12.30325 -24.58989 13.21295
54 H 12.04212 -25.96239 12.13756
55 H 13.92950 -23.67068 11.53114
56 H 13.50758 -25.09848 10.53712
57 C 6.12354 -23.22389 7.56296
58 C 6.34283 -24.68182 7.25742
59 O 7.72320 -25.03182 7.42473
60 S 8.59448 -24.99879 6.03823
61 C 8.22658 -26.58175 5.22324
62 O 8.15083 -23.90581 5.21388
63 O 9.96969 -25.10000 6.52820
64 H 6.38913 -22.86739 8.56939
65 H 5.07145 -22.99202 7.45912
66 H 6.65392 -22.51040 6.92897
67 H 5.75111 -25.42067 7.83528
68 H 6.07543 -24.92952 6.23464
69 H 8.95131 -26.86933 4.48216
70 H 7.17329 -26.52060 4.90478
71 H 8.37900 -27.29497 6.05632
72 C 14.09532 -20.77040 13.07330
73 C 14.03310 -19.83590 11.94274
74 O 13.96960 -20.56360 10.61505
75 S 13.98719 -19.65766 9.32416
76 C 12.34778 -18.82098 9.40797
77 O 14.99245 -18.63921 9.34679
78 O 13.93409 -20.53760 8.14943
79 H 13.29254 -21.48041 13.00567
80 H 14.07880 -20.18829 13.98610
81 H 15.02391 -21.32297 12.93463
82 H 13.09836 -19.22703 11.91584
83 H 14.86280 -19.13276 11.82792
84 H 12.42683 -18.26448 10.32559
85 H 11.63237 -19.64856 9.57924
86 H 12.11170 -18.27231 8.48389
87 C 5.99727 -25.65228 14.30363
88 C 5.52479 -25.54620 12.98312
89 C 6.33967 -26.35789 12.20134
90 N 7.33906 -26.80012 12.99436
91 C 7.16839 -26.40518 14.27325
92 H 5.53255 -25.26427 15.22131
93 H 4.62887 -24.99369 12.66250
94 H 6.24243 -26.71051 11.19965
95 H 8.13418 -27.36387 12.70143
96 H 7.84503 -26.69032 15.07953
97 C 9.57756 -22.67197 10.84198
98 C 10.84438 -21.99936 10.77045
99 C 11.32211 -22.33192 9.49763
100 N 10.42937 -23.14237 8.87081
101 C 9.36431 -23.41246 9.66834
102 H 8.87906 -22.66180 11.66840
103 H 11.34178 -21.43446 11.55364
104 H 12.22362 -21.99134 8.98286
105 H 10.64635 -23.50757 7.94775
106 H 8.62829 -24.20101 9.48256

These are the Mulliken partial charges, in e, on atoms 1 to 99: -0.386, -0.307, -0.382, 0.333, -0.500, 0.900, -0.219, -0.245, -0.247, -0.387, 0.472, 0.476, 0.357, 0.190, -1.197, -0.182, -0.259, 0.151, -0.504, 1.114, -0.315, -0.255, -0.195, 0.400, 0.301, 0.321, 0.320, 0.285, -1.678, 0.601, -0.302, 0.390, -0.520, 0.775, -0.159, -0.278, -0.273, 0.389, 0.411, 0.421, -0.196, 0.437, -0.859, 0.414, -0.400, 0.256, -0.469, 0.905, -0.260, -0.251, -0.244, -0.128, 0.486, 0.346, 0.103, 0.089, -1.213, -0.466, -0.069, 0.921, -0.804, -0.629, -0.382, 0.268, 0.434, 0.316, 0.355, 0.423, 0.410, 0.324, 0.152, -1.259, 0.036, -0.097, 1.067, -0.764, -0.686, -0.592, 0.179, 0.448, 0.310, -0.038, 0.496, 0.378, 0.135, 0.403, -0.417, -0.615, -0.388, 0.209, -0.524, 0.368, 0.369, 0.414, 0.189, 0.400, -1.484, 0.482, -0.365

---

2.
C30H46F5N3O3SSbTi as an isolated structure, computed with ωB97M-V/def2-TZVPD.

Properties
- Gap between HOMO and LUMO: 7.0 eV
- Charge: +3
- Relative energy (zero: lowest compared OMol25 entry of this formula, charge and spin): 0.0 kJ/mol
- E_HOMO: -16.5 eV
- E_tot: -3547.15392 Eh

Positions of all 90 atoms, in Å:
1 Ti 0.74336 0.19198 0.21693
2 N 5.07974 -0.06598 -0.40193
3 C 5.16555 0.03500 1.10685
4 C 4.50202 -1.16822 1.79404
5 C 3.08795 -1.00687 2.37206
6 N 1.97932 -1.30749 1.39790
7 C 2.89452 0.35504 3.02074
8 C 3.25014 1.52097 2.10929
9 N 2.23654 1.69078 1.01220
10 C 4.69026 1.40519 1.60401
11 H 5.52901 -0.92343 -0.73038
12 H 5.56555 0.71645 -0.84603
13 H 4.10396 -0.06576 -0.76647
14 H 6.23648 -0.02831 1.29383
15 H 5.13749 -1.41000 2.64781
16 H 4.55927 -2.05500 1.15431
17 H 3.00950 -1.76147 3.15611
18 H 1.22402 -1.72152 1.94515
19 H 2.28249 -2.06869 0.79184
20 H 3.54460 0.40668 3.89731
21 H 1.87305 0.45402 3.39083
22 H 3.21838 2.43270 2.70665
23 H 2.69612 2.05658 0.17888
24 H 1.60703 2.44034 1.29517
25 H 5.32502 1.65676 2.45566
26 H 4.90285 2.17887 0.86013
27 C -4.86456 5.34244 -0.94538
28 O -3.72652 4.51798 -1.28487
29 C -3.16049 3.76520 -0.37985
30 C -3.58847 3.66808 0.96478
31 C -2.91449 2.84981 1.82428
32 C -1.79569 2.07857 1.41560
33 C -1.18173 1.16147 2.29845
34 C -1.58974 1.03617 3.72955
35 O -0.24691 0.36529 1.91149
36 C -1.38520 2.21123 0.05309
37 O -0.31464 1.50241 -0.38301
38 C -2.04734 3.01858 -0.82293
39 H -5.12040 5.86353 -1.86015
40 H -4.59178 6.05845 -0.17186
41 H -5.69798 4.71816 -0.62692
42 H -4.44050 4.23214 1.31206
43 H -3.25924 2.78032 2.84675
44 H -2.57850 0.57417 3.79412
45 H -1.65273 2.00777 4.21733
46 H -0.88222 0.40355 4.25882
47 H -1.72668 3.10992 -1.85172
48 C -3.62756 -0.56586 -0.72916
49 C -2.62439 -1.30629 -1.60900
50 C -3.28685 -2.42398 -2.40881
51 Sb -0.99071 -2.01889 -0.36724
52 C -1.96187 -2.72721 1.44130
53 C -0.95564 -3.29952 2.43594
54 C -3.09903 -3.70691 1.16082
55 C 0.01300 -3.67908 -1.34362
56 C 0.17580 -3.40246 -2.83583
57 C -0.69463 -5.00442 -1.08294
58 H -4.36882 -0.08026 -1.36762
59 H -3.16708 0.20678 -0.11115
60 H -4.16773 -1.24811 -0.07173
61 H -2.14092 -0.60439 -2.29030
62 H -3.73215 -3.18239 -1.76582
63 H -2.60389 -2.91702 -3.09740
64 H -4.09409 -1.99412 -3.00620
65 H -2.38458 -1.80825 1.85900
66 H -0.35242 -4.10378 2.00936
67 H -1.48794 -3.72020 3.29147
68 H -0.29143 -2.53129 2.84394
69 H -2.74032 -4.64414 0.73883
70 H -3.85222 -3.29717 0.49141
71 H -3.59768 -3.94582 2.10273
72 H 1.00062 -3.69662 -0.87037
73 H -0.78460 -3.38134 -3.34977
74 H 0.75729 -4.21183 -3.28198
75 H 0.69028 -2.46679 -3.04168
76 H -1.71885 -4.99510 -1.45817
77 H -0.71351 -5.27266 -0.02737
78 H -0.16413 -5.79808 -1.61308
79 F 1.18577 4.44402 -4.92875
80 C 1.39448 3.37525 -4.19786
81 C 0.50401 2.30925 -4.25180
82 F -0.55797 2.37281 -5.03198
83 C 0.72726 1.18996 -3.47068
84 F -0.14863 0.18764 -3.51329
85 C 1.82235 1.10056 -2.62094
86 S 2.10644 -0.36069 -1.66146
87 C 2.68254 2.18616 -2.58062
88 F 3.74045 2.15261 -1.72864
89 C 2.49436 3.31660 -3.35099
90 F 3.33651 4.32919 -3.27109

Per-atom Mulliken charges, elementary charge units: 0.343, 0.222, 0.187, -1.502, 0.188, -0.380, -1.274, 0.149, -0.311, -1.502, 0.469, 0.442, -0.541, 0.435, 0.503, 0.413, 0.544, -0.551, 0.312, 0.650, 0.206, 0.432, 0.118, 0.403, 0.465, 0.570, -0.932, -0.429, 0.609, -1.141, -1.512, 0.895, 0.726, -2.192, 0.593, 0.272, 1.016, -0.740, 0.275, 0.397, 0.393, 0.520, 0.484, 0.436, 0.523, 0.338, 0.595, -1.378, 0.692, -1.289, 0.511, 0.923, -1.366, -1.395, 0.610, -1.152, -1.445, 0.502, 0.339, 0.252, 0.217, 0.216, 0.240, 0.506, 0.094, 0.320, 0.514, 0.092, 0.230, 0.275, 0.545, 0.381, 0.172, 0.497, 0.169, 0.296, 0.298, 0.514, -0.254, 0.831, 0.076, -0.313, 0.706, -0.303, 0.937, -0.831, -0.609, -0.370, -0.091, -0.275

---

The lowest E_HOMO belongs to which entry?
C30H46F5N3O3SSbTi